{
  "formula": "C24H54AlF2N4O23PS2",
  "method": "ωB97M-V/def2-TZVPD",
  "symbols": ["Al", "N", "S", "O", "O", "F", "S", "O", "O", "F", "O", "P", "N", "C", "C", "N", "C", "C", "N", "C", "C", "H", "H", "H", "H", "H", "H", "H", "H", "H", "H", "H", "H", "H", "H", "H", "H", "H", "H", "C", "O", "C", "O", "O", "C", "H", "H", "H", "H", "H", "H", "C", "O", "C", "O", "O", "C", "H", "H", "H", "H", "H", "H", "C", "O", "C", "O", "O", "C", "H", "H", "H", "H", "H", "H", "C", "O", "C", "O", "O", "C", "H", "H", "H", "H", "H", "H", "C", "O", "C", "O", "O", "C", "H", "H", "H", "H", "H", "H", "C", "O", "C", "O", "O", "C", "H", "H", "H", "H", "H", "H"],
  "positions_angstrom": [[0.0716, -1.8866, 2.3683], [-0.1965, 0.6027, 1.4311], [1.0606, 1.6150, 1.4747], [0.9691, 2.5980, 2.4947], [1.6012, 1.9501, 0.2066], [2.1290, 0.6172, 2.1027], [-1.2399, 1.3740, 0.3933], [-1.2287, 0.7655, -0.8918], [-1.2993, 2.7784, 0.5381], [-2.5904, 0.9604, 1.0536], [-0.3555, -3.2921, 0.0860], [-0.5633, -4.1115, -1.1132], [-1.3445, -3.1782, -2.2636], [-1.1330, -1.7681, -2.1490], [-1.9963, -3.6650, -3.4475], [-1.4839, -5.4340, -0.8071], [-2.3293, -5.4750, 0.3670], [-1.4814, -6.6489, -1.6327], [0.8632, -4.5262, -1.8136], [1.0066, -4.9263, -3.2244], [1.9662, -4.9256, -0.9431], [-0.1267, -1.5419, -1.7806], [-1.7844, -1.2898, -1.3961], [-1.3940, -1.2461, -3.0708], [-1.4614, -3.4213, -4.3752], [-2.9552, -3.1474, -3.5946], [-2.2033, -4.7221, -3.3366], [-1.9906, -6.2470, 1.0565], [-2.2647, -4.5258, 0.9058], [-3.3912, -5.5392, 0.1159], [-2.0060, -6.4950, -2.5851], [-0.4653, -6.9328, -1.9026], [-2.0438, -7.4225, -1.1221], [2.0569, -4.9703, -3.4887], [0.4219, -5.8122, -3.4727], [0.6022, -4.1140, -3.8353], [2.8966, -4.4465, -1.2256], [2.0728, -6.0203, -1.0192], [1.6887, -4.8183, 0.1030], [1.9393, 0.5732, -2.5677], [2.9240, -0.3154, -2.0202], [2.6357, -1.1283, -1.0391], [1.6584, -1.0899, -0.3147], [3.5987, -2.0102, -0.8405], [4.8426, -1.8748, -1.5437], [2.4949, 1.3838, -3.0283], [1.3917, 1.0467, -1.7532], [1.2802, 0.0496, -3.2481], [4.7741, -2.2516, -2.5667], [5.5350, -2.5570, -1.0532], [5.2489, -0.8705, -1.5417], [3.6943, 3.5782, -1.5692], [4.8193, 4.2092, -2.1506], [4.6302, 4.6612, -3.3944], [3.6204, 4.5386, -4.0287], [5.7396, 5.2642, -3.7843], [5.7631, 5.7969, -5.1151], [4.0259, 2.9924, -0.7119], [3.2933, 2.7813, -2.2011], [2.9415, 4.2998, -1.2736], [6.3833, 6.6831, -5.0840], [4.7715, 6.0024, -5.5125], [6.1842, 5.0387, -5.7793], [-2.5743, 2.0773, 3.8926], [-3.4622, 1.0973, 4.4476], [-3.0754, -0.1638, 4.5032], [-2.1777, -0.6842, 3.8891], [-3.8345, -0.7571, 5.3953], [-3.5148, -2.1260, 5.6509], [-3.0764, 2.5640, 3.0559], [-1.6258, 1.6618, 3.5665], [-2.4398, 2.8747, 4.6226], [-2.5969, -2.1556, 6.2492], [-3.3218, -2.7254, 4.7626], [-4.3039, -2.5505, 6.2608], [-4.2842, -1.3024, -0.9866], [-4.6854, -1.5895, 0.3327], [-3.7449, -1.7967, 1.2361], [-2.5607, -1.5930, 1.0739], [-4.2625, -2.0921, 2.4152], [-5.6611, -2.3464, 2.5864], [-3.5335, -0.5054, -1.0312], [-5.1407, -0.9687, -1.5602], [-3.8059, -2.1547, -1.4847], [-6.2871, -1.4566, 2.6511], [-5.7395, -2.8251, 3.5630], [-6.0985, -3.0277, 1.8591], [0.0944, 5.0273, -2.1450], [-0.6650, 6.1840, -2.5852], [-0.2730, 7.3570, -2.0924], [0.5204, 7.5054, -1.2083], [-0.9572, 8.3061, -2.6927], [-0.6142, 9.6490, -2.3946], [-0.5484, 4.4689, -1.4675], [1.0126, 5.2945, -1.6355], [0.3190, 4.5514, -3.0969], [0.4278, 9.7570, -2.0892], [-1.2131, 9.9950, -1.5549], [-0.7471, 10.2305, -3.2987], [0.4532, 2.4924, 5.6532], [1.6612, 1.7589, 5.4561], [1.6214, 0.5383, 4.9861], [0.7303, 0.0155, 4.3561], [2.7554, -0.0622, 5.3188], [3.0627, -1.2943, 4.6892], [-0.4312, 1.8670, 5.7492], [0.3324, 3.2338, 4.8690], [0.5490, 3.0282, 6.5967], [3.5636, -1.0883, 3.7400], [2.1910, -1.9134, 4.4538], [3.6941, -1.8690, 5.3570]],
  "atomic_forces_ev_per_a": [[-1.048, 2.214, -1.177], [-0.682, 0.467, -0.377], [2.473, 0.305, 1.647], [-0.607, 0.044, -0.258], [-0.288, 0.029, -0.279], [-0.256, -0.491, -0.402], [-1.545, -0.890, 0.237], [0.103, -0.036, -0.050], [1.007, 0.362, -0.022], [-0.050, -0.516, 0.016], [0.188, 0.692, 1.576], [0.209, -0.272, 0.065], [0.775, 0.266, -0.443], [-0.469, 0.832, 0.197], [-0.983, 0.083, -0.029], [-0.022, -0.213, -0.667], [-0.253, 1.011, 0.839], [-0.214, 0.476, -0.600], [-0.172, -0.710, -0.419], [-0.626, 1.304, -0.030], [-0.386, -1.044, 0.358], [0.083, 0.086, 0.006], [0.296, -0.426, 0.072], [0.223, -0.228, -0.167], [0.391, -0.220, 0.236], [0.024, -0.059, 0.246], [0.092, -0.057, -0.351], [-0.278, -0.270, -0.139], [0.251, -0.064, -0.096], [0.098, -0.583, -0.178], [-0.034, 0.017, 0.162], [-0.036, -0.345, 0.349], [0.350, -0.199, 0.172], [0.066, -0.475, 0.130], [0.438, -0.283, 0.023], [0.046, -0.118, -0.101], [0.017, 0.203, 0.185], [0.222, 0.147, -0.377], [0.245, 0.682, -0.023], [-0.202, 0.867, 0.946], [0.103, -0.095, -0.776], [0.301, 0.463, 0.470], [-0.419, -0.405, -0.224], [0.102, -0.245, 0.385], [0.717, -0.811, -0.421], [-0.043, -0.414, -0.516], [-0.213, -0.321, -0.127], [0.035, -0.099, -0.204], [-0.337, 0.321, -0.029], [-0.090, 0.183, 0.290], [-0.211, 0.132, 0.124], [-0.015, -1.076, 0.289], [0.210, -0.102, 0.084], [0.228, 0.197, 0.113], [-0.508, -0.201, -0.272], [0.074, 0.144, 0.084], [-0.106, -0.510, -0.461], [0.322, 0.610, 0.282], [-0.123, 0.743, -0.333], [-0.126, -0.028, -0.063], [0.036, 0.040, -0.024], [-0.089, 0.211, 0.394], [0.241, 0.135, 0.096], [-0.302, 0.689, -0.502], [0.235, 0.176, -0.078], [-0.043, 0.754, 0.381], [0.991, -0.368, -0.599], [-0.536, -0.905, -0.008], [0.768, -0.303, 0.711], [0.021, -0.281, -0.098], [-0.002, -0.169, 0.129], [0.107, -0.310, 0.260], [-0.102, 0.014, -0.051], [-0.332, 0.284, -0.202], [-0.230, 0.143, -0.146], [0.963, 0.581, -1.012], [-0.392, -0.444, -0.207], [-0.396, 1.174, 0.753], [0.429, -1.045, -0.179], [0.370, -0.343, -0.127], [-0.916, -0.439, 0.755], [-0.279, 0.084, 0.357], [-0.257, -0.180, 0.206], [-0.411, -0.212, 0.296], [0.452, 0.293, -0.324], [0.168, -0.005, -0.079], [0.368, 0.080, -0.246], [-0.529, 0.611, -0.545], [0.360, -0.285, 0.069], [-0.341, -0.267, 0.435], [0.677, 0.173, 0.369], [-0.270, 0.018, -0.777], [0.597, 0.435, 0.546], [0.097, -0.294, -0.183], [-0.032, 0.286, 0.004], [0.038, -0.593, 0.320], [-0.005, -0.305, -0.061], [-0.220, 0.172, -0.190], [-0.382, 0.033, 0.004], [-0.548, 0.725, 0.342], [-0.128, -0.403, 0.246], [1.009, 0.235, 0.446], [-1.277, -0.539, -0.792], [0.006, -0.168, -0.057], [0.120, -0.316, -0.607], [0.177, -0.290, -0.294], [0.002, -0.200, -0.212], [0.300, -0.098, -0.026], [0.190, -0.037, 0.162], [-0.206, 0.207, 0.323], [0.156, 0.170, 0.050]],
  "homo_energy_ev": -13.129,
  "energy_ev": -121788.37012,
  "total_charge": 2,
  "orbital_gap_ha": 0.0564,
  "lumo_energy_ev": -11.6
}


{
  "formula": "C24H54Br16N2O2",
  "method": "ωB97M-V/def2-TZVPD",
  "symbols": ["Br", "C", "C", "Br", "H", "H", "H", "H", "Br", "C", "C", "Br", "H", "H", "H", "H", "Br", "C", "C", "Br", "H", "H", "H", "H", "Br", "C", "C", "Br", "H", "H", "H", "H", "Br", "C", "C", "Br", "H", "H", "H", "H", "Br", "C", "C", "Br", "H", "H", "H", "H", "Br", "C", "C", "Br", "H", "H", "H", "H", "Br", "C", "C", "Br", "H", "H", "H", "H", "C", "C", "C", "O", "C", "N", "H", "H", "H", "H", "H", "H", "H", "H", "H", "H", "H", "C", "C", "C", "O", "C", "N", "H", "H", "H", "H", "H", "H", "H", "H", "H", "H", "H"],
  "positions_angstrom": [[9.3027, 22.9233, 16.8574], [9.4770, 22.2883, 14.9837], [10.9364, 22.4768, 14.5872], [11.0964, 22.1171, 12.6190], [8.8478, 22.9009, 14.3380], [9.1523, 21.2478, 14.9964], [11.5713, 21.8292, 15.1919], [11.2020, 23.5207, 14.7538], [6.3298, 21.5410, 5.5672], [7.3959, 20.9916, 3.9858], [8.6707, 21.8021, 3.8816], [8.0897, 23.7551, 3.7403], [6.7935, 21.1635, 3.0939], [7.5041, 19.9136, 4.1055], [9.4386, 21.5101, 3.1652], [9.1167, 21.6592, 4.8659], [14.8233, 21.2978, 13.8629], [15.0381, 19.6250, 12.8061], [15.3872, 20.0367, 11.3228], [15.5490, 18.4222, 10.2328], [14.1511, 18.9950, 12.8724], [15.8651, 19.0453, 13.2161], [16.2186, 20.7379, 11.2510], [14.5279, 20.5074, 10.8452], [10.5918, 28.7243, 11.5506], [10.9155, 29.0854, 9.5607], [11.1109, 27.7430, 8.7512], [11.3353, 28.1576, 6.8234], [11.7303, 29.8067, 9.4988], [10.0473, 29.6610, 9.2399], [10.3119, 27.0145, 8.8887], [12.0310, 27.3637, 9.1958], [11.6143, 18.4785, 11.0642], [11.2009, 19.7952, 9.6290], [10.0956, 19.1628, 8.7724], [9.5255, 20.5256, 7.3439], [12.0560, 19.9781, 8.9783], [10.8612, 20.7081, 10.1181], [9.1789, 18.9408, 9.3186], [10.4780, 18.2394, 8.3375], [11.3293, 26.4012, 2.8392], [12.0112, 25.0414, 4.1302], [12.0482, 23.6184, 3.4721], [12.7148, 22.3011, 4.7398], [11.3655, 25.1125, 5.0055], [13.0054, 25.2790, 4.5085], [12.7042, 23.5182, 2.6073], [11.0475, 23.2780, 3.2057], [9.2417, 29.9831, 4.5013], [7.8701, 29.0366, 5.4584], [7.4501, 27.7845, 4.6967], [5.8306, 27.0252, 5.5541], [7.0472, 29.7306, 5.6292], [8.3472, 28.6539, 6.3606], [8.1864, 26.9808, 4.6864], [7.1115, 28.0195, 3.6877], [14.3592, 28.4536, 10.5184], [15.0550, 28.9047, 8.6699], [15.2538, 27.6508, 7.7919], [16.2276, 28.1647, 6.1511], [16.0163, 29.4010, 8.8027], [14.3950, 29.6356, 8.2026], [14.2811, 27.2927, 7.4549], [15.7423, 26.8085, 8.2819], [17.6051, 24.5990, 10.8949], [16.9905, 24.2139, 12.2347], [16.9590, 25.4444, 13.1606], [18.2530, 25.8038, 13.6033], [18.8593, 24.8738, 14.5678], [15.6142, 23.7535, 12.0281], [17.8339, 23.7609, 10.2367], [18.6216, 24.9770, 11.0043], [16.9926, 25.2986, 10.3261], [17.5917, 23.4032, 12.6462], [16.2724, 25.1296, 13.9464], [16.4127, 26.2835, 12.7297], [19.2083, 23.9850, 14.0423], [18.1791, 24.6155, 15.3795], [19.7150, 25.3168, 15.0773], [15.0552, 24.5928, 12.0832], [15.3758, 23.2947, 12.8957], [13.5270, 23.8299, 7.8035], [12.5766, 23.8364, 8.9736], [11.0740, 23.5493, 8.4494], [10.5278, 24.6659, 7.8506], [9.3267, 24.4406, 7.0559], [12.9771, 22.7621, 9.7960], [14.5633, 24.1022, 8.0036], [13.0656, 24.5118, 7.0893], [13.4750, 22.8292, 7.3745], [12.5444, 24.7852, 9.5093], [10.4693, 23.1650, 9.2708], [11.0616, 22.6478, 7.8367], [9.4686, 23.9064, 6.1165], [8.9249, 25.4147, 6.7771], [8.5663, 23.9036, 7.6230], [13.8187, 23.0463, 10.2766], [12.2400, 22.5153, 10.4409]],
  "atomic_forces_ev_per_a": [[-0.024, -0.171, -0.641], [0.334, 0.188, 0.099], [-0.714, 0.052, 0.055], [-0.047, 0.058, 1.322], [-0.147, -0.106, 0.351], [0.085, 0.202, -0.113], [0.212, -0.065, -0.568], [0.183, -0.173, -0.308], [0.304, -0.302, -0.615], [-0.689, 0.159, -0.707], [-0.604, 0.403, 1.735], [0.894, -1.302, -0.373], [-0.296, -0.019, 0.268], [0.496, 0.174, 0.056], [-0.588, 0.236, -0.478], [0.426, 0.714, -0.044], [-0.161, -1.439, 0.116], [0.888, 0.352, -1.448], [-1.520, -0.147, 1.017], [0.454, 0.179, 0.263], [-0.158, 0.535, -0.055], [0.017, 0.373, 0.227], [0.220, -0.544, -0.027], [0.029, 0.213, 0.301], [0.333, 0.097, -1.582], [-0.952, -0.435, -0.193], [0.420, 1.620, 1.468], [-0.037, -0.306, 1.033], [0.350, -0.619, 0.155], [-0.221, -0.377, 0.117], [0.035, 0.293, -0.243], [0.077, -0.472, -0.716], [-0.008, 0.607, -0.648], [-0.909, -0.472, -0.447], [0.070, 0.649, 0.142], [0.410, -1.387, 0.972], [0.236, -0.030, 0.567], [0.152, -0.203, -0.030], [0.151, 0.217, -0.053], [-0.204, 0.322, -0.503], [0.507, -0.719, 0.673], [0.153, -0.974, -0.408], [-0.515, 0.884, 0.317], [-0.117, 0.015, -0.018], [-0.263, -0.286, -0.274], [0.039, 0.424, -0.522], [-0.088, 0.440, 0.150], [0.112, 0.221, -0.014], [0.167, 0.191, -0.354], [0.061, -1.200, 0.153], [-0.854, 0.335, -0.327], [0.468, 0.117, -0.057], [0.176, -0.251, 0.098], [-0.208, 0.619, 0.281], [0.052, 0.293, 0.033], [0.209, -0.103, 0.072], [0.430, 0.203, -1.317], [0.742, -0.483, -0.001], [-0.947, 0.416, 0.211], [-0.280, -0.205, 0.669], [-0.109, -0.123, 0.381], [-0.266, -0.324, 0.204], [0.073, 0.022, -0.116], [0.352, 0.404, -0.040], [0.924, -0.432, -0.423], [0.061, 1.052, -1.430], [0.398, -1.600, 0.471], [0.378, -0.132, 1.250], [-0.591, 0.603, -0.813], [0.254, 0.043, 0.347], [-0.681, -0.458, 0.035], [-0.128, 0.685, 0.390], [-0.032, 0.156, 0.164], [-0.149, 0.022, 0.315], [0.250, 0.054, 0.946], [0.629, 0.291, -0.505], [-0.092, -0.130, 0.117], [-0.407, -0.145, -0.214], [-0.018, 0.482, -0.524], [-0.487, 0.347, -0.461], [-0.270, -0.266, -0.195], [-0.903, 0.582, -0.707], [-1.917, -0.017, -1.393], [1.815, -0.942, 0.880], [-1.046, 0.636, -1.266], [0.533, 0.216, 0.680], [-0.058, -1.229, 0.795], [-0.078, 0.059, 0.222], [0.501, 0.221, -0.454], [0.263, 0.105, 0.050], [-0.002, 0.428, -0.067], [-0.316, 0.493, 0.815], [0.526, 0.255, -0.787], [0.615, -0.227, 0.134], [0.126, 0.117, 0.211], [-0.012, -0.046, 0.209], [0.138, -0.371, 0.548], [0.388, 0.159, 0.400]],
  "homo_energy_ev": -9.190,
  "smiles": "COC[C@H](C)N.COC[C@H](C)N.BrCCBr.BrCCBr.BrCCBr.BrCCBr.BrCCBr.BrCCBr.BrCCBr.BrCCBr",
  "energy_ev": -1153517.53061,
  "orbital_gap_ha": 0.3412,
  "lumo_energy_ev": 0.1
}